{
  "formula": "C51H97O14P3",
  "method": "wB97M-V/def2-TZVPD",
  "elements": ["C", "C", "C", "C", "C", "C", "C", "C", "C", "C", "C", "C", "C", "C", "C", "C", "C", "C", "C", "C", "C", "C", "C", "C", "C", "C", "O", "C", "C", "C", "C", "C", "C", "C", "O", "H", "H", "H", "H", "H", "H", "H", "H", "H", "H", "H", "H", "H", "H", "H", "H", "H", "H", "H", "H", "H", "H", "H", "H", "H", "H", "H", "H", "H", "H", "H", "H", "H", "H", "H", "H", "H", "H", "H", "H", "H", "H", "H", "H", "H", "H", "H", "H", "H", "H", "H", "H", "C", "C", "O", "P", "O", "O", "C", "C", "O", "C", "C", "H", "H", "H", "H", "H", "H", "H", "H", "H", "H", "H", "H", "H", "H", "H", "C", "C", "O", "P", "O", "O", "C", "C", "O", "C", "C", "H", "H", "H", "H", "H", "H", "H", "H", "H", "H", "H", "H", "H", "H", "H", "C", "C", "O", "P", "O", "O", "C", "C", "O", "C", "C", "H", "H", "H", "H", "H", "H", "H", "H", "H", "H", "H", "H", "H", "H", "H"],
  "coordinates": [[13.68821, -5.04492, -0.09588], [14.22931, -3.86174, -0.93420], [13.67324, -2.47590, -0.46919], [12.63576, -1.92261, -1.47909], [12.11551, -0.52142, -1.10053], [10.73199, -0.17131, -1.76064], [10.77799, 1.10328, -2.65986], [9.86049, 2.25896, -2.17864], [8.44612, 2.26251, -2.86295], [7.35254, 2.24209, -1.75790], [6.03709, 2.95500, -2.14317], [5.18251, 3.24338, -0.85578], [4.61046, 1.95329, -0.25131], [3.46351, 1.39941, -0.69823], [2.69150, 2.11466, -1.81051], [1.27675, 1.56481, -2.09631], [0.34429, 1.51427, -0.84320], [-0.62803, 0.32075, -1.00333], [-1.46329, -0.01293, 0.26838], [-1.59352, -1.57007, 0.37083], [-2.92633, -2.17788, -0.12615], [-3.34332, -1.77986, -1.57481], [-3.45873, -2.98199, -2.56183], [-4.34611, -2.46930, -3.77551], [-5.78437, -3.07535, -3.70339], [3.03155, 0.10422, -0.06252], [2.25636, -0.68321, -0.57757], [3.58182, -0.27304, 1.31078], [2.89429, -1.20130, 2.08318], [3.40648, -1.52117, 3.33683], [4.58407, -0.92419, 3.78646], [5.27954, 0.01375, 3.03059], [4.75572, 0.32623, 1.77488], [5.42275, 1.35048, 0.87488], [6.57054, 1.67258, 1.12107], [12.68583, -5.33966, -0.45074], [13.64407, -4.82981, 0.98090], [14.32061, -5.94218, -0.20853], [13.95487, -4.02524, -1.98772], [15.32967, -3.88542, -0.86836], [13.21880, -2.61863, 0.52619], [14.53020, -1.79747, -0.33656], [11.80051, -2.64006, -1.50441], [13.16654, -1.88352, -2.44667], [12.86782, 0.25811, -1.29343], [11.93024, -0.53017, -0.00996], [10.46629, -1.02404, -2.40803], [9.99238, -0.06414, -0.95284], [10.58067, 0.85187, -3.71554], [11.81547, 1.48316, -2.65186], [10.35336, 3.20741, -2.45414], [9.76978, 2.22736, -1.08452], [8.37058, 3.13442, -3.52857], [8.31130, 1.34495, -3.45864], [7.71635, 2.71605, -0.83529], [7.12873, 1.19474, -1.49943], [5.41721, 2.39954, -2.86282], [6.27926, 3.92431, -2.61468], [5.89681, 3.66024, -0.12853], [4.40953, 3.99765, -1.04465], [2.59209, 3.18735, -1.59402], [3.28959, 2.00943, -2.73255], [0.79225, 2.26590, -2.80083], [1.26784, 0.58870, -2.59843], [-0.28626, 2.42206, -0.84178], [0.89056, 1.51288, 0.11162], [-1.35328, 0.62363, -1.78407], [-0.11946, -0.55889, -1.42349], [-2.47805, 0.41104, 0.21022], [-0.98795, 0.34202, 1.19729], [-0.75261, -2.10223, -0.10013], [-1.52571, -1.81954, 1.44841], [-2.77475, -3.27426, -0.13725], [-3.77746, -2.00702, 0.55088], [-2.69119, -1.03867, -2.05536], [-4.35101, -1.32503, -1.52684], [-2.46482, -3.17360, -3.00101], [-3.87655, -3.88716, -2.07577], [-4.45302, -1.37709, -3.66217], [-3.85130, -2.63551, -4.74310], [-5.97307, -3.28779, -2.63887], [-6.54548, -2.38574, -4.09334], [-5.78824, -4.01425, -4.27712], [1.96549, -1.66120, 1.74209], [2.89755, -2.24181, 3.97981], [4.97075, -1.22341, 4.76262], [6.19952, 0.49083, 3.36632], [-11.73101, -7.03191, -1.71700], [-10.39047, -6.61524, -2.30104], [-9.46323, -6.22797, -1.29318], [-8.81631, -7.39027, -0.32692], [-7.87915, -8.04589, -1.29218], [-7.73882, -6.47383, 0.51123], [-6.34312, -6.76270, 0.46780], [-5.64597, -5.97068, -0.62030], [-9.94027, -7.03907, 0.86202], [-10.40316, -8.13967, 1.66634], [-9.27136, -8.83482, 2.39903], [-11.64399, -7.98044, -1.17812], [-12.47172, -7.16271, -2.50731], [-12.09330, -6.28656, -1.00890], [-9.96851, -7.42218, -2.90810], [-10.53037, -5.75089, -2.95060], [-6.17771, -7.83403, 0.35194], [-5.92635, -6.48504, 1.43893], [-6.17106, -6.03125, -1.57374], [-4.62408, -6.32921, -0.75646], [-5.60530, -4.91132, -0.35490], [-10.93988, -8.85065, 1.03105], [-11.11707, -7.73340, 2.38241], [-8.57757, -9.31109, 1.69671], [-9.66178, -9.60940, 3.06005], [-8.69546, -8.12043, 2.98748], [3.51322, 6.09243, 4.26836], [3.62212, 5.55159, 2.85145], [2.58422, 6.04396, 2.01567], [2.63303, 7.62418, 1.54958], [3.71097, 7.58451, 0.50916], [1.35199, 7.59631, 0.51651], [1.49069, 7.93119, -0.86257], [1.80448, 6.69681, -1.68599], [1.50962, 8.02743, 2.72729], [1.63315, 9.33080, 3.32634], [1.53757, 10.44703, 2.30356], [3.74431, 7.16207, 4.29641], [4.21295, 5.58131, 4.93121], [2.50122, 5.96740, 4.65354], [4.59830, 5.79544, 2.41993], [3.53288, 4.46464, 2.87285], [2.24901, 8.70120, -1.00910], [0.53999, 8.36546, -1.17990], [2.61262, 6.11253, -1.24581], [2.07508, 6.96674, -2.70794], [0.92918, 6.04409, -1.72173], [2.58138, 9.39075, 3.86887], [0.82944, 9.42390, 4.05638], [2.37723, 10.41323, 1.59980], [1.55335, 11.41992, 2.79595], [0.62216, 10.35803, 1.71845], [-9.73928, 3.29157, 3.35427], [-10.32987, 1.89421, 3.25245], [-10.00072, 1.26084, 2.02091], [-8.45832, 0.75719, 1.78555], [-8.36348, -0.41774, 2.70297], [-8.62727, -0.01055, 0.34900], [-8.32309, -1.40065, 0.22136], [-9.56176, -2.24695, 0.44194], [-8.07542, 2.14352, 0.93707], [-6.73855, 2.65631, 1.07640], [-5.67668, 1.66355, 0.63981], [-8.65102, 3.24842, 3.45901], [-10.13874, 3.81635, 4.22348], [-9.95778, 3.87059, 2.45697], [-9.99881, 1.27534, 4.09211], [-11.41751, 1.95574, 3.29527], [-7.51580, -1.68459, 0.89702], [-7.95038, -1.55809, -0.79384], [-10.10385, -1.95203, 1.34035], [-9.29885, -3.30390, 0.51368], [-10.25231, -2.11962, -0.39449], [-6.57761, 2.95593, 2.11643], [-6.67722, 3.55353, 0.46079], [-5.66827, 0.77958, 1.28765], [-4.68782, 2.12178, 0.68654], [-5.86187, 1.31582, -0.37693]],
  "mulliken_charge": [-1.187, -0.458, -0.622, -0.623, -0.742, -0.427, -0.973, -0.843, -0.547, -0.590, -0.579, -0.706, 0.461, 1.269, -0.555, -1.682, -1.059, -0.853, -0.267, -0.942, -0.913, 0.173, -0.523, -0.610, -0.834, 0.366, -0.573, 0.354, -0.669, -0.619, -0.416, -0.743, 0.405, 0.195, -0.647, 0.271, 0.336, 0.343, 0.300, 0.359, 0.360, 0.326, 0.329, 0.233, 0.411, 0.271, 0.325, 0.277, 0.422, 0.447, 0.375, 0.426, 0.381, 0.392, 0.331, 0.129, 0.187, 0.441, 0.613, -0.467, -0.048, 0.239, 0.643, 0.445, 0.697, 0.455, 0.355, 0.518, -0.076, 0.556, 0.500, 0.363, 0.402, 0.319, 0.173, -0.022, 0.258, 0.211, 0.285, 0.460, 0.037, 0.349, 0.262, 0.529, 0.413, 0.377, 0.499, -0.955, -0.424, -0.182, 0.948, -0.797, -0.261, -0.566, -0.865, -0.254, -0.297, -1.102, 0.179, 0.423, 0.244, 0.306, 0.342, 0.390, 0.392, 0.257, 0.459, 0.138, 0.278, 0.347, 0.338, 0.414, 0.258, -1.137, -0.187, -0.300, 1.056, -0.770, -0.329, -0.455, -0.570, -0.257, -0.279, -1.096, 0.215, 0.424, 0.281, 0.286, 0.263, 0.326, 0.379, -0.160, 0.402, 0.261, 0.267, 0.357, 0.336, 0.413, 0.258, -0.938, -0.337, -0.346, 1.134, -0.788, -0.392, -0.199, -0.945, -0.293, -0.502, -1.020, 0.194, 0.415, 0.248, 0.279, 0.337, 0.310, 0.272, 0.322, 0.163, 0.300, 0.309, 0.377, 0.322, 0.455, 0.289],
  "lumo_ev": -0.93,
  "molar_mass_da": 1027.25,
  "homo_energy_ev": -9.5,
  "smiles": "CCCCCCCCCCCCC1=C(CCCCCCCCCCC)C(=O)c2ccccc2C1=O.CCOP(=O)(OCC)OCC.CCOP(=O)(OCC)OCC.CCOP(=O)(OCC)OCC",
  "orbital_gap_ev": 8.585
}